[1]
The following is a quantum chemistry calculation of C15H22Cl36N3O2PSi2 as an isolated structure, from OMol25.

HOMO level = -0.3180 Ha
Max |F| = 0.0309 Eh/bohr
Total energy = -18386.69963 hartree

Structure (ORCA input):
```
! wB97M-V def2-TZVPD RIJCOSX def2/J DEFGRID3
* xyz 0 1
C 4.95 -1.82 2.68
C 4.45 -1.32 1.32
C 3.05 -1.87 1.06
N 2.58 -1.65 -0.32
Si 1.24 -0.56 -0.47
N 0.77 -0.55 -2.14
C 1.90 1.13 0.02
O 0.91 2.03 0.50
C 1.11 2.51 1.82
C 0.51 3.92 1.93
O 0.03 -1.07 0.56
Si -1.52 -0.51 0.46
P -2.59 -1.67 2.07
N -2.30 -3.23 1.96
H 4.37 -1.33 3.46
H 4.74 -2.88 2.79
H 6.01 -1.63 2.82
H 5.13 -1.61 0.53
H 4.44 -0.23 1.38
H 3.08 -2.94 1.27
H 2.38 -1.44 1.81
H 2.36 -2.53 -0.77
H -0.08 -1.06 -2.35
H 1.49 -1.02 -2.68
H 2.73 1.00 0.72
H 2.35 1.56 -0.89
H 2.17 2.56 2.05
H 0.63 1.84 2.53
H -0.15 4.00 2.78
H -0.03 4.12 1.01
H 1.32 4.64 2.01
H -1.61 0.93 0.77
H -2.10 -0.81 -0.87
H -2.02 -1.20 3.27
H -3.96 -1.33 2.10
H -1.74 -3.43 1.13
C -2.12 -3.45 -5.12
Cl -1.66 -2.23 -6.32
Cl -3.63 -4.21 -5.61
Cl -0.85 -4.67 -5.01
Cl -2.34 -2.68 -3.54
C 0.53 7.28 -0.12
Cl -0.27 6.27 -1.33
Cl 0.60 8.95 -0.69
Cl -0.39 7.21 1.39
Cl 2.17 6.69 0.15
C 8.50 -1.97 -0.95
Cl 8.93 -0.73 -2.13
Cl 6.91 -2.63 -1.34
Cl 9.70 -3.26 -0.97
Cl 8.45 -1.24 0.66
C -0.45 12.43 1.90
Cl -0.50 12.87 3.61
Cl -1.82 13.17 1.07
Cl 1.06 13.02 1.19
Cl -0.52 10.68 1.73
C -2.89 -6.52 -1.58
Cl -1.41 -6.62 -2.54
Cl -3.04 -7.96 -0.55
Cl -2.83 -5.08 -0.58
Cl -4.29 -6.44 -2.66
C 0.71 4.43 6.02
Cl 0.49 4.64 7.76
Cl -0.06 5.76 5.16
Cl 2.44 4.41 5.64
Cl -0.01 2.90 5.52
C -8.09 -8.15 -2.11
Cl -6.75 -8.65 -1.09
Cl -9.25 -7.22 -1.16
Cl -7.49 -7.14 -3.44
Cl -8.89 -9.57 -2.79
C 6.59 7.19 0.18
Cl 5.99 8.03 -1.24
Cl 5.41 5.95 0.66
Cl 8.13 6.42 -0.18
Cl 6.80 8.33 1.51
C -12.07 -9.73 -5.52
Cl -10.68 -8.65 -5.47
Cl -12.81 -9.67 -7.12
Cl -11.54 -11.38 -5.18
Cl -13.25 -9.23 -4.31
*
```

[2]
The following is a quantum chemistry calculation of one molecule with the formula C5H7N, from OMol25.

HOMO level = -0.3253 Ha
Structure (SMILES) = C1=C[C@H]2N[C@H]2C1
Max |F| = 0.0249 Eh/bohr
Total energy = -249.39331 hartree
ΔE to the lowest compared entry with this formula, charge and spin = 2.175 eV

Structure (ORCA input):
```
! wB97M-V def2-TZVPD RIJCOSX def2/J DEFGRID3
* xyz 0 1
C -1.11 -0.80 0.33
C -0.10 -1.30 -0.38
C 1.08 -0.37 -0.39
N 0.97 0.80 -1.18
C 0.56 0.92 0.19
C -0.77 0.57 0.88
H -2.09 -1.26 0.44
H -0.17 -2.16 -1.04
H 2.09 -0.74 -0.20
H 0.53 0.85 -2.07
H 1.18 1.65 0.69
H -0.58 0.51 1.97
H -1.57 1.31 0.76
*
```

[3]
The following is a quantum chemistry calculation of an isolated ion of composition C2H5O3Si and charge -1, from OMol25.

HOMO level = -0.1385 Ha
Structure (SMILES) = C[Si@@H](O)C(=O)[O-]
Max |F| = 0.0161 Eh/bohr
Total energy = -594.54371 hartree
ΔE to the lowest compared entry with this formula, charge and spin = 0.000 eV

Structure (ORCA input):
```
! wB97M-V def2-TZVPD RIJCOSX def2/J DEFGRID3
* xyz -1 1
C -1.04 0.43 1.26
Si 0.40 -0.25 0.21
O -0.04 -1.74 -0.35
C 0.92 0.59 -1.48
O 1.29 1.76 -1.57
O 0.83 -0.27 -2.40
H -1.91 0.67 0.66
H -1.35 -0.30 2.01
H -0.74 1.33 1.79
H 1.50 -0.49 1.18
H 0.14 -1.72 -1.30
*
```

[4]
The following is a quantum chemistry calculation of AgH16O12P as an isolated structure, from OMol25.

HOMO level = 0.0590 Ha
Max |F| = 0.2676 Eh/bohr
Total energy = -1400.36288 hartree
ΔE to the lowest compared entry with this formula, charge and spin = 0.000 eV

Structure (ORCA input):
```
! wB97M-V def2-TZVPD RIJCOSX def2/J DEFGRID3
* xyz -2 1
Ag 0.23 -0.28 0.07
P -2.14 1.01 -1.01
O -1.07 0.19 -1.65
O -1.98 2.53 -1.00
O -0.71 1.49 -0.51
O -1.96 0.49 0.36
O -2.15 -1.86 1.21
H -1.41 -2.11 1.77
H -2.04 -0.91 1.01
O 1.33 1.76 0.50
H 0.43 1.66 -0.08
H 2.00 2.10 -0.11
O -0.67 0.39 2.45
H -1.17 0.99 3.09
H -1.26 0.41 1.58
O 1.29 -0.59 -2.10
H 0.42 -0.19 -1.96
H 1.24 -1.31 -2.76
O 1.17 -2.17 1.18
H 2.03 -2.21 1.64
H 1.36 -2.91 0.61
O -1.11 -2.22 -1.33
H -1.61 -2.31 -0.52
H -1.03 -1.22 -1.51
O 3.11 0.22 1.98
H 2.47 0.65 1.41
H 2.95 -0.66 2.14
O 0.55 2.38 -2.33
H 0.01 1.93 -1.56
H -0.27 2.74 -2.58
*
```

[5]
The following is a quantum chemistry calculation of a 3-piece molecular cluster, C3H7NOS overall, from OMol25.

HOMO level = -0.3322 Ha
Max |F| = 0.1546 Eh/bohr
Total energy = -646.38911 hartree
ΔE to the lowest compared entry with this formula, charge and spin = 8.786 eV

Structure (ORCA input):
```
! wB97M-V def2-TZVPD RIJCOSX def2/J DEFGRID3
* xyz 0 1
C 0.11 0.18 -0.43
C -0.32 -1.34 0.11
S -1.93 3.20 -0.74
C 1.31 -0.63 0.04
N -0.21 1.17 0.53
O 1.80 -0.73 1.16
H -0.51 -1.32 1.19
H 2.00 -0.71 -0.83
H -0.01 -2.35 -0.20
H -1.65 -1.45 -0.48
H -0.11 0.38 -1.47
H 0.51 1.79 0.86
H -0.98 1.81 0.26
*
```

[6]
The following is a quantum chemistry calculation of a 2-piece molecular cluster, C2H8N4 overall, from OMol25.

HOMO level = -0.2949 Ha
Max |F| = 0.0850 Eh/bohr
Total energy = -299.81973 hartree
ΔE to the lowest compared entry with this formula, charge and spin = 5.741 eV

Structure (ORCA input):
```
! wB97M-V def2-TZVPD RIJCOSX def2/J DEFGRID3
* xyz 0 1
C -2.52 -0.16 -1.23
C -1.24 0.03 -1.25
N 2.08 -0.81 0.60
N 1.11 1.32 0.90
N -0.23 -0.55 0.46
N 0.98 0.04 0.34
H -3.16 0.07 -2.08
H -3.03 -0.57 -0.37
H -0.51 0.38 -1.94
H 1.91 -1.42 1.40
H 2.24 -1.40 -0.21
H 1.82 1.84 0.39
H 1.39 1.29 1.89
H -0.84 -0.04 1.09
*
```

[7]
The following is a quantum chemistry calculation of C41H38N7NiO4S as an isolated structure, from OMol25.

HOMO level (spin up / spin down) = -0.1886 / -0.1904 Ha
Max |F| = 0.0550 Eh/bohr
Total energy = -4175.94178 hartree

Structure (ORCA input):
```
! wB97M-V def2-TZVPD RIJCOSX def2/J DEFGRID3
* xyz -1 3
Ni -1.49 0.88 0.56
C -0.57 5.00 1.88
C -0.98 3.76 1.08
N -1.38 2.69 1.70
N -1.40 2.66 3.03
C -1.57 1.48 3.74
N -1.91 1.68 5.06
S -1.36 0.01 3.03
C -1.17 3.66 -0.39
C -1.00 4.78 -1.23
C -1.35 4.68 -2.57
C -1.89 3.49 -3.06
C -1.97 2.45 -2.18
N -1.64 2.47 -0.89
H -0.21 5.81 1.28
H 0.25 4.76 2.62
H -1.41 5.22 2.50
H -1.24 3.51 3.53
H -2.51 2.50 5.22
H -2.01 0.85 5.68
H -0.61 5.66 -0.72
H -1.23 5.58 -3.18
H -2.28 3.56 -4.06
H -2.25 1.43 -2.49
C 3.79 -2.45 -1.66
C 2.43 -2.53 -1.03
C 2.12 -4.03 -0.83
O 1.37 -2.02 -1.82
C 0.44 -1.14 -1.05
C 1.15 -1.03 0.28
O 2.32 -1.85 0.16
C 1.49 0.51 0.66
O 0.42 1.32 0.40
C 2.71 1.00 -0.18
C 4.08 0.76 0.11
C 5.09 1.33 -0.63
C 4.74 2.14 -1.76
C 3.43 2.27 -2.11
C 2.41 1.67 -1.36
C 1.98 0.53 2.13
C 2.47 -0.53 2.89
C 2.76 -0.34 4.23
C 2.70 0.94 4.80
C 2.18 2.02 4.02
C 1.80 1.81 2.72
C -1.00 -1.69 -0.98
O -1.71 -0.78 -0.24
C -1.17 -3.06 -0.32
C -1.53 -3.17 1.01
C -1.60 -4.34 1.75
C -1.50 -5.52 1.00
C -1.22 -5.47 -0.35
C -1.10 -4.26 -1.03
C -1.55 -1.70 -2.39
C -0.86 -1.20 -3.48
C -1.33 -1.37 -4.78
C -2.59 -1.90 -5.07
C -3.31 -2.35 -3.93
C -2.80 -2.26 -2.63
H 3.79 -3.03 -2.61
H 4.53 -2.90 -0.98
H 4.06 -1.39 -1.81
H 1.83 -4.35 -1.83
H 1.35 -4.21 -0.08
H 3.01 -4.58 -0.52
H 0.42 -0.19 -1.61
H 0.45 -1.47 1.02
H 4.27 0.08 0.95
H 6.08 1.09 -0.31
H 5.55 2.61 -2.33
H 3.17 2.71 -3.09
H 1.37 1.76 -1.57
H 2.49 -1.49 2.40
H 2.94 -1.24 4.84
H 3.05 1.01 5.82
H 2.16 3.05 4.38
H 1.47 2.58 2.07
H -1.82 -2.20 1.48
H -1.92 -4.31 2.83
H -1.47 -6.50 1.48
H -1.16 -6.35 -0.98
H -0.82 -4.29 -2.06
H 0.16 -0.85 -3.49
H -0.73 -1.07 -5.63
H -2.93 -1.94 -6.08
H -4.28 -2.76 -4.06
H -3.48 -2.64 -1.81
N -3.70 1.18 0.50
C -4.74 0.68 0.59
N -5.91 0.11 0.45
C -6.87 0.45 1.29
N -7.78 0.56 2.05
*
```

[8]
The following is a quantum chemistry calculation of one molecule with the formula C3H6N4O, from OMol25.

HOMO level = -0.2886 Ha
Structure (SMILES) = Nc1c(O)cnn1N
Max |F| = 0.0869 Eh/bohr
Total energy = -412.09767 hartree
ΔE to the lowest compared entry with this formula, charge and spin = 3.028 eV

Structure (ORCA input):
```
! wB97M-V def2-TZVPD RIJCOSX def2/J DEFGRID3
* xyz 0 1
N 0.07 1.75 -0.07
C 0.35 0.43 -0.02
C 1.42 -0.38 -0.20
O 2.68 0.13 -0.13
C 0.96 -1.76 -0.11
N -0.33 -1.79 0.00
N -0.74 -0.51 0.06
N -2.07 -0.02 -0.08
H 0.70 2.35 -0.45
H -0.82 1.97 -0.43
H 3.26 -0.30 0.53
H 1.42 -2.86 -0.11
H -2.64 -0.26 0.74
H -2.52 -0.67 -0.80
*
```

[9]
The following is a quantum chemistry calculation of a 8-piece molecular cluster, C37H43BIN7OSi overall, from OMol25.

HOMO level = -0.3282 Ha
Structure (SMILES) = CCB(O)[SiH2]I.c1ccncc1.c1ccncc1.c1ccncc1.c1ccncc1.c1ccncc1.c1ccncc1.c1ccncc1
Max |F| = 0.0123 Eh/bohr
Total energy = -2506.27406 hartree

Structure (ORCA input):
```
! wB97M-V def2-TZVPD RIJCOSX def2/J DEFGRID3
* xyz 0 1
C -3.76 -1.39 4.97
C -3.59 -1.68 3.46
B -2.64 -0.65 2.79
O -1.35 -0.99 2.42
Si -3.21 1.24 2.31
I -5.54 1.70 2.97
H -3.77 -2.32 5.54
H -4.69 -0.88 5.17
H -2.95 -0.78 5.38
H -4.57 -1.60 2.99
H -3.23 -2.70 3.29
H -0.73 -1.07 3.15
H -2.37 2.27 2.97
H -3.14 1.38 0.85
C -2.94 -5.09 0.49
C -3.65 -3.90 0.42
C -5.02 -3.96 0.21
N -5.69 -5.10 0.07
C -5.00 -6.23 0.14
C -3.62 -6.28 0.35
H -1.87 -5.09 0.66
H -3.15 -2.95 0.52
H -5.61 -3.05 0.15
H -5.57 -7.15 0.02
H -3.11 -7.23 0.40
C 1.21 -7.51 -0.31
C 1.36 -6.89 0.91
C 0.45 -7.18 1.92
N -0.57 -8.03 1.77
C -0.69 -8.62 0.58
C 0.16 -8.40 -0.49
H 1.90 -7.31 -1.12
H 2.16 -6.18 1.09
H 0.53 -6.71 2.89
H -1.53 -9.31 0.49
H 0.00 -8.91 -1.43
C -2.17 6.02 -2.00
C -2.88 6.21 -0.82
C -3.31 5.09 -0.12
N -3.09 3.85 -0.52
C -2.41 3.68 -1.65
C -1.93 4.73 -2.42
H -1.80 6.87 -2.56
H -3.09 7.20 -0.45
H -3.87 5.20 0.80
H -2.23 2.65 -1.95
H -1.37 4.53 -3.33
C 3.16 3.78 0.08
C 3.49 4.82 -0.78
C 2.46 5.52 -1.39
N 1.17 5.25 -1.20
C 0.87 4.25 -0.38
C 1.82 3.49 0.28
H 3.94 3.21 0.58
H 4.52 5.08 -0.97
H 2.67 6.34 -2.06
H -0.19 4.04 -0.24
H 1.52 2.69 0.94
C -1.50 -5.11 -3.89
C -1.27 -4.62 -5.16
C -2.05 -3.58 -5.63
N -3.03 -3.02 -4.92
C -3.25 -3.50 -3.70
C -2.52 -4.54 -3.14
H -0.91 -5.92 -3.48
H -0.49 -5.04 -5.79
H -1.90 -3.17 -6.62
H -4.05 -3.03 -3.14
H -2.74 -4.89 -2.14
C 6.66 1.97 -4.21
C 5.68 2.94 -4.34
C 5.65 3.98 -3.42
N 6.51 4.09 -2.42
C 7.45 3.16 -2.30
C 7.57 2.08 -3.17
H 6.71 1.14 -4.90
H 4.94 2.89 -5.13
H 4.90 4.75 -3.49
H 8.14 3.28 -1.47
H 8.35 1.35 -3.02
C 3.27 5.53 3.20
C 3.65 6.60 4.01
C 4.03 6.33 5.31
N 4.05 5.11 5.84
C 3.69 4.10 5.06
C 3.29 4.26 3.74
H 2.97 5.69 2.17
H 3.65 7.61 3.63
H 4.33 7.14 5.97
H 3.71 3.12 5.52
H 3.00 3.40 3.15
*
```

[10]
The following is a quantum chemistry calculation of CClNO2S2 as an isolated structure, from OMol25.

HOMO level = -0.0878 Ha
Max |F| = 0.0271 Eh/bohr
Total energy = -1500.01697 hartree
ΔE to the lowest compared entry with this formula, charge and spin = 0.380 eV

Structure (ORCA input):
```
! wB97M-V def2-TZVPD RIJCOSX def2/J DEFGRID3
* xyz -2 1
C 2.71 -2.23 -0.04
N 3.13 -3.29 0.21
O 1.65 2.53 -1.10
O 1.62 2.30 1.33
S 2.18 -0.76 -0.55
S 1.16 1.79 0.05
Cl -12.44 -0.33 0.09
*
```

[11]
The following is a quantum chemistry calculation of one molecule with the formula C18H19N3OS, from OMol25.

HOMO level = -0.2790 Ha
Structure (SMILES) = CN1CCc2c(sc3c2C(=O)N[C@H](/C=C\c2ccccc2)N3)C1
Max |F| = 0.0107 Eh/bohr
Total energy = -1335.00803 hartree
ΔE to the lowest compared entry with this formula, charge and spin = 1.710 eV

Structure (ORCA input):
```
! wB97M-V def2-TZVPD RIJCOSX def2/J DEFGRID3
* xyz 0 1
C 4.79 2.21 -0.39
N 3.70 1.26 -0.39
C 4.13 -0.08 -0.03
C 3.05 -1.10 -0.39
C 1.75 -0.64 0.17
C 1.57 0.65 0.53
S -0.04 0.94 1.16
C -0.45 -0.72 0.92
C 0.59 -1.45 0.39
C 0.44 -2.89 0.24
O 1.33 -3.68 -0.01
N -0.84 -3.32 0.50
C -2.00 -2.45 0.50
C -2.41 -2.18 -0.94
C -2.84 -1.05 -1.48
C -3.14 0.21 -0.79
C -2.52 1.39 -1.19
C -2.80 2.59 -0.55
C -3.71 2.62 0.49
C -4.35 1.46 0.89
C -4.07 0.26 0.25
N -1.65 -1.28 1.27
C 2.61 1.71 0.45
H 5.56 1.89 -1.08
H 4.41 3.18 -0.71
H 5.24 2.33 0.61
H 5.05 -0.31 -0.58
H 4.36 -0.15 1.05
H 3.29 -2.09 -0.01
H 2.97 -1.16 -1.48
H -0.99 -4.31 0.39
H -2.81 -2.97 1.02
H -2.25 -3.04 -1.59
H -2.99 -1.01 -2.55
H -1.81 1.36 -2.00
H -2.30 3.49 -0.86
H -3.93 3.55 0.99
H -5.08 1.48 1.69
H -4.58 -0.65 0.55
H -2.41 -0.64 1.48
H 2.19 2.62 0.01
H 2.96 1.96 1.47
*
```

[12]
The following is a quantum chemistry calculation of one molecule with the formula C26H27ClN4O7S, from OMol25.

HOMO level = -0.2958 Ha
Structure (SMILES) = COc1ccc(Cl)cc1N(CC(=O)N/N=C/c1ccc(OC(C)C)cc1)S(=O)(=O)c1ccc(C)c([N+](=O)[O-])c1
Max |F| = 0.0280 Eh/bohr
Total energy = -2610.92759 hartree

Structure (ORCA input):
```
! wB97M-V def2-TZVPD RIJCOSX def2/J DEFGRID3
* xyz 0 1
C -7.63 -0.84 1.40
O -6.28 -0.61 1.09
C -5.90 0.60 0.61
C -6.74 1.71 0.52
C -6.27 2.90 0.00
C -4.96 3.00 -0.44
Cl -4.37 4.48 -1.10
C -4.11 1.90 -0.35
C -4.57 0.71 0.18
N -3.68 -0.39 0.21
C -3.54 -1.17 1.42
C -2.05 -1.47 1.65
O -1.63 -2.56 1.96
N -1.28 -0.37 1.43
N 0.06 -0.43 1.38
C 0.71 0.60 1.02
C 2.15 0.58 0.89
C 2.89 -0.54 1.29
C 4.25 -0.57 1.12
C 4.93 0.52 0.53
O 6.26 0.36 0.39
C 7.06 1.39 -0.18
C 7.35 2.48 0.85
C 8.35 0.71 -0.63
C 4.19 1.63 0.14
C 2.82 1.66 0.32
S -3.73 -1.35 -1.19
O -4.10 -0.49 -2.27
O -4.47 -2.55 -0.97
C -1.99 -1.75 -1.33
C -1.53 -3.02 -1.01
C -0.17 -3.28 -1.06
C 0.75 -2.31 -1.43
C 2.20 -2.64 -1.45
C 0.26 -1.03 -1.75
N 1.11 0.07 -2.10
O 2.24 -0.16 -2.49
O 0.65 1.18 -1.98
C -1.11 -0.76 -1.70
H -7.96 -0.21 2.24
H -7.70 -1.89 1.68
H -8.27 -0.65 0.53
H -7.76 1.65 0.83
H -6.92 3.75 -0.08
H -3.09 1.97 -0.71
H -3.93 -0.61 2.27
H -4.08 -2.12 1.34
H -1.75 0.49 1.14
H 0.20 1.53 0.75
H 2.37 -1.37 1.74
H 4.84 -1.42 1.41
H 6.55 1.81 -1.05
H 6.42 2.92 1.22
H 7.89 2.06 1.70
H 7.95 3.26 0.41
H 9.01 1.44 -1.09
H 8.13 -0.06 -1.36
H 8.85 0.26 0.22
H 4.66 2.49 -0.32
H 2.26 2.52 0.00
H -2.24 -3.77 -0.71
H 0.19 -4.26 -0.79
H 2.37 -3.62 -1.01
H 2.79 -1.90 -0.91
H 2.57 -2.65 -2.48
H -1.48 0.21 -1.97
*
```

[13]
The following is a quantum chemistry calculation of one molecule with the formula C4N2S2, from OMol25.

HOMO level = -0.3747 Ha
Structure (SMILES) = N#CC(=S)C(=S)C#N
Max |F| = 0.1049 Eh/bohr
Total energy = -1058.20589 hartree
ΔE to the lowest compared entry with this formula, charge and spin = 0.000 eV

Structure (ORCA input):
```
! wB97M-V def2-TZVPD RIJCOSX def2/J DEFGRID3
* xyz 0 1
N -2.66 -1.33 0.12
C -1.71 -0.70 -0.03
C -0.77 0.28 -0.12
S -1.10 1.91 -0.17
C 0.73 -0.26 -0.02
S 1.09 -1.88 -0.18
C 1.72 0.68 -0.04
N 2.67 1.29 0.12
*
```